# 1
88
Properties=species:S:1:pos:R:3:forces:R:3:lowdin_charge:R:1 method="wB97M-V/def2-TZVPD" homo_lumo_gap_ev="6.7 / 7.4" spin_multiplicity=2 s2=0.77 e_lumo_ev="-6.208 / -5.562" total_charge=+2
As 0.962134 -2.790808 -2.754222 0.055 -0.122 -0.061 0.805
Cr 0.005609 0.311813 -0.610675 -0.629 0.311 1.056 0.365
S 0.120004 -0.821791 -2.786617 -0.144 0.252 0.284 0.291
P -1.635020 -1.195100 0.396046 -0.304 -0.510 -0.152 1.089
O -0.246011 1.236321 0.988712 0.324 -0.410 -0.700 -0.221
N 1.597329 4.308737 -1.456432 -0.044 -0.047 0.193 -0.064
N 3.643328 -0.248741 1.257662 0.193 -0.178 -0.060 0.141
N 0.958013 1.937365 -1.347477 0.161 0.268 -0.201 0.121
N 1.830049 -0.313948 0.052895 0.227 0.060 -0.037 -0.017
N -1.804922 1.243606 -1.311103 -0.115 -0.376 0.194 0.004
C -2.248943 -2.798667 -0.262340 0.022 0.004 0.000 -0.353
C 0.366653 1.166410 2.187842 -0.077 -0.070 -0.020 -0.300
C -3.072624 0.926722 -0.649354 0.155 0.057 -0.093 -0.273
C -2.114080 -1.398816 4.476325 -0.053 0.085 0.056 -0.051
C 2.018941 5.044203 -0.231896 0.043 -0.060 -0.287 -0.112
C -2.917853 -5.106253 0.009350 0.051 0.039 0.026 -0.053
C -2.339889 -3.947840 0.522362 0.044 -0.020 -0.040 -0.078
C 3.200559 5.513691 -2.887584 0.023 0.008 0.093 -0.171
C 3.644755 6.304238 -1.653325 -0.081 -0.049 0.002 -0.187
C -0.223577 1.829668 3.268008 -0.253 0.035 -0.157 0.002
C 1.254950 3.055819 -1.391207 0.264 0.517 -0.318 -0.166
C 2.150432 0.475355 3.679672 0.077 -0.093 -0.095 -0.026
C -3.426894 -5.120434 -1.280020 -0.037 -0.005 -0.031 -0.058
C 1.765977 5.025359 -2.747070 0.077 -0.087 0.182 -0.114
C -5.507544 0.190129 0.441759 -0.092 -0.015 0.031 -0.044
C 1.546701 1.113669 4.737867 -0.091 0.073 0.050 -0.060
C -4.198716 1.703789 -0.889648 0.076 0.049 -0.049 -0.012
C 1.208856 -3.585965 -1.034294 0.001 -0.045 0.055 -0.206
C 2.307068 -0.050919 1.265413 0.055 -0.168 -0.276 -0.242
C -4.382376 -0.579626 0.674186 -0.024 -0.002 0.035 -0.071
C 2.916835 -0.636791 -0.751382 -0.257 0.036 0.300 -0.154
C -1.452813 -1.530408 2.165007 0.150 0.210 0.065 -0.362
C -3.141874 -0.195131 0.162401 0.166 -0.052 -0.053 -0.287
C -2.322873 -1.061483 3.144783 0.026 -0.064 -0.001 -0.065
C -0.136676 -2.623609 3.870411 0.020 -0.001 -0.047 -0.059
C 4.041601 -0.630767 -0.003713 0.099 0.162 0.202 -0.035
C -5.412547 1.344322 -0.329362 -0.029 0.019 -0.001 -0.042
C -1.028917 -2.181140 4.839565 0.042 0.003 0.039 -0.054
C -0.345683 -2.293554 2.540546 0.017 -0.028 0.023 -0.118
C -0.077831 -3.963953 -3.847546 0.043 -0.007 0.051 -0.214
C -3.350405 -3.974215 -2.065556 0.032 -0.004 -0.031 -0.082
C 3.468833 5.475118 -0.378832 0.017 -0.014 -0.086 -0.173
C 1.583154 0.499507 2.397677 -0.003 0.028 -0.084 -0.093
C -2.753860 -2.825314 -1.566004 -0.041 -0.053 0.058 -0.123
C 2.701047 -2.779798 -3.572189 -0.041 0.022 -0.010 -0.228
C 0.354282 1.807520 4.518902 0.023 -0.029 0.119 -0.047
H 1.993598 1.080929 5.724293 -0.051 0.003 -0.084 0.116
H 4.683542 6.610948 -1.763779 0.016 0.007 -0.003 0.118
H -2.803257 -1.041283 5.234955 0.079 -0.034 -0.093 0.118
H 3.765261 6.040991 0.506712 -0.015 0.001 -0.056 0.122
H -6.463186 -0.113529 0.854699 0.088 0.042 -0.046 0.120
H -4.127158 2.578047 -1.530004 -0.014 -0.062 0.057 0.124
H 3.862901 4.655821 -3.037450 -0.018 0.014 0.003 0.121
H -1.673837 2.244865 -1.325685 0.111 0.288 0.099 0.104
H -3.902433 -6.014970 -1.667436 0.056 0.080 0.026 0.117
H 3.261013 6.132273 -3.783781 0.034 -0.002 -0.002 0.122
H -1.083956 -4.037370 -3.454462 -0.122 -0.011 0.059 0.014
H -0.094140 -3.560462 -4.854516 -0.022 0.035 -0.120 0.055
H 3.071708 -0.075655 3.852825 -0.101 0.064 -0.024 0.117
H -6.290099 1.952893 -0.514850 0.061 -0.063 0.021 0.120
H -2.986410 -5.991855 0.630180 0.004 0.062 -0.026 0.116
H 0.245286 -3.791273 -0.580218 -0.117 -0.032 0.038 0.021
H 1.760242 -4.514882 -1.183326 -0.016 -0.001 0.014 0.063
H -2.715833 -1.934119 -2.180809 -0.004 0.016 -0.023 0.092
H -3.768704 -3.975540 -3.066913 0.031 0.016 0.078 0.117
H 2.739476 -1.998938 -4.323290 0.001 0.087 -0.102 0.050
H 1.849966 4.412098 0.636311 -0.012 -0.100 -0.007 0.126
H -1.157080 2.352543 3.084018 0.091 -0.039 0.063 0.130
H 5.071715 -0.825555 -0.254425 -0.086 0.007 0.053 0.130
H 1.486285 4.356781 -3.556963 -0.041 -0.067 -0.002 0.129
H 4.253149 -0.093333 2.040071 0.060 0.030 0.076 0.161
H -0.870536 -2.437664 5.880292 -0.012 0.000 -0.061 0.116
H 1.788754 -2.901800 -0.420258 -0.010 -0.045 0.036 0.019
H 1.076111 5.870355 -2.744712 -0.069 0.019 0.033 0.132
H 4.101466 4.582604 -0.428748 0.008 0.038 0.045 0.120
H 2.808152 -0.818863 -1.801694 -0.036 0.082 -0.039 0.056
H 3.461689 -2.610381 -2.818171 0.090 -0.022 0.034 0.033
H -4.465318 -1.492608 1.251448 0.000 0.006 0.001 0.121
H -1.974356 -3.941916 1.541967 -0.055 -0.036 -0.052 0.101
H 0.720211 -3.224456 4.150590 -0.041 0.021 -0.005 0.114
H 3.049826 7.221266 -1.572923 0.039 -0.032 -0.003 0.122
H -1.873518 0.966010 -2.286149 -0.103 0.005 -0.153 0.078
H -0.128030 2.323899 5.341497 0.035 -0.032 -0.076 0.119
H -3.161833 -0.432669 2.883188 -0.007 0.008 -0.003 0.102
H 2.858758 -3.746735 -4.041235 0.048 -0.093 -0.028 0.052
H 1.372843 5.919281 -0.147432 -0.074 0.016 0.019 0.133
H 0.350576 -2.642966 1.782339 -0.001 0.027 0.041 0.100
H 0.402015 -4.941115 -3.845667 0.003 -0.036 -0.012 0.058


# 2
89
Properties=species:S:1:pos:R:3:forces:R:3:lowdin_charge:R:1 method="wB97M-V/def2-TZVPD" homo_lumo_gap_ev=7.5 spin_multiplicity=1 e_lumo_ev=0.132
Tl -5.066103 -15.799085 -13.533928 -0.089 0.032 0.650 1.047
O -3.846083 -18.571064 -12.655268 0.622 -1.691 0.121 -0.276
O -2.588026 -14.674255 -14.888740 -0.408 0.797 -0.941 -0.318
O -2.443053 -17.441238 -14.621217 0.587 -0.977 0.192 -0.207
N -7.064939 -15.783212 -10.223098 -2.245 0.923 -0.852 0.140
N -5.063022 -14.184003 -10.848612 1.008 1.207 -0.297 0.061
N -8.058553 -13.862452 -12.733589 0.886 -1.605 -2.906 0.053
N -5.952541 -13.221048 -11.271356 0.175 -0.297 -0.606 0.016
N -7.690149 -15.166744 -13.180265 -1.652 0.964 -0.193 0.011
N -7.942185 -14.628823 -10.389582 3.324 -1.757 0.288 0.039
C -7.688603 -20.237640 -8.345103 1.070 1.681 0.096 -0.065
C -10.073727 -13.784560 -9.487235 -1.506 0.356 -0.522 -0.038
C -1.848486 -18.611305 -14.025561 -1.273 0.258 -0.296 -0.160
C -5.985837 -18.364027 -9.644486 -0.852 -1.286 0.304 -0.024
C -5.474066 -19.617100 -9.221152 -0.179 1.850 -0.602 -0.110
C -2.479997 -15.584098 -15.985623 0.557 0.432 -0.097 -0.236
C -3.819377 -13.622004 -10.814311 -3.189 2.033 -1.135 -0.254
C -9.056328 -16.122546 -9.174467 0.212 0.550 0.014 0.012
C -7.601669 -17.821931 -14.409439 -0.835 0.092 -0.156 -0.064
C -5.836631 -10.859314 -12.320793 0.307 0.707 1.436 -0.032
C -8.730036 -17.937877 -17.010600 -0.187 0.581 -0.253 -0.079
C -2.420372 -18.678471 -12.623769 0.104 0.368 0.664 -0.199
C -5.307796 -12.065615 -11.617922 1.546 -1.162 0.983 -0.293
C -1.395156 -13.816729 -10.401595 -0.513 -0.123 -1.107 -0.036
C -9.059811 -14.824534 -9.712565 -0.467 -1.692 0.775 -0.331
C -1.641178 -16.795163 -15.573171 0.038 1.742 0.536 -0.192
C -8.182139 -18.944242 -8.612251 1.421 0.129 -0.841 -0.018
C -8.333539 -16.715156 -14.952710 -0.056 -1.622 -0.523 -0.188
C -3.963032 -12.254821 -11.277321 0.122 -1.008 0.114 0.008
C -0.593611 -15.993050 -9.614456 0.569 0.629 -0.878 -0.099
C -9.144753 -14.256964 -14.689968 -0.592 -0.234 0.349 0.023
C -1.916030 -16.438338 -9.315087 1.592 -0.368 0.604 -0.096
C -0.368131 -14.711120 -10.143773 -0.247 -0.541 1.074 -0.109
C -2.663076 -14.370303 -10.373396 -1.190 -1.111 1.630 -0.171
C -7.301772 -18.009242 -9.262518 0.571 -0.846 0.141 -0.157
C -2.959968 -15.634927 -9.706412 0.639 1.232 -1.065 -0.017
C -7.958499 -18.985670 -16.506772 0.013 0.155 -1.009 -0.107
C -7.437447 -18.951238 -15.217036 -0.392 -0.310 0.082 -0.095
C -9.002527 -16.838591 -16.190313 1.304 -0.705 0.322 -0.024
C -4.393739 -19.844336 -13.069112 -0.376 -0.247 0.885 -0.091
C -6.275838 -20.471601 -8.523757 -1.683 -0.927 0.805 -0.114
C -8.423802 -15.448476 -14.295691 0.251 3.492 2.120 -0.287
C -9.203537 -11.850643 -13.674527 -0.329 0.304 -0.716 -0.028
C -8.829746 -13.272464 -13.713162 0.568 -2.468 0.731 -0.275
C -7.792644 -16.669822 -9.552295 -0.984 1.592 -0.053 -0.289
C -2.845282 -13.307836 -15.381335 0.129 -1.099 1.058 -0.066
B -7.516906 -13.449110 -11.316790 -0.171 -0.663 0.622 -0.490
H -7.757431 -19.821391 -17.186806 -0.021 0.162 0.503 0.103
H -2.023291 -17.883547 -11.957206 -0.374 0.003 -0.744 0.129
H -3.453166 -15.928640 -16.352429 -0.238 -0.046 0.297 0.117
H -2.105266 -19.505438 -14.648460 0.201 0.549 0.500 0.139
H -0.782903 -18.520657 -13.953269 0.778 0.103 -0.120 0.118
H -1.276437 -12.774620 -10.795514 0.171 -1.190 0.475 0.124
H -9.627861 -12.802814 -9.616117 -0.032 0.139 0.461 0.051
H -9.935469 -11.637636 -12.912562 -0.299 0.075 0.362 0.080
H -10.913150 -13.795967 -10.244572 0.745 -0.263 0.752 0.100
H -8.116403 -12.478744 -10.902103 0.334 0.151 -0.540 0.109
H -3.837918 -20.769736 -12.738548 -0.082 1.208 -0.020 0.110
H -6.540846 -10.282315 -11.656944 0.252 -0.644 -1.011 0.103
H -5.816446 -21.318652 -8.017077 -0.284 -0.239 -0.454 0.094
H -5.377993 -19.916572 -12.602588 -0.041 0.064 -0.152 0.085
H -3.092634 -12.760703 -14.446400 0.196 -0.009 -0.832 0.090
H -1.393868 -17.384817 -16.443653 -0.063 -0.532 -0.343 0.123
H -0.685423 -16.429403 -15.115333 -0.593 -0.291 -0.253 0.146
H -8.354657 -11.163308 -13.519743 -0.363 -0.413 -0.240 0.068
H -1.936041 -12.914402 -15.885010 -0.544 -0.150 0.350 0.096
H -4.429283 -19.820232 -9.441929 -0.131 -0.227 0.201 0.098
H -2.023760 -17.344822 -8.671338 -0.218 0.682 -0.952 0.114
H 0.649362 -14.409446 -10.205281 0.711 0.285 -0.325 0.085
H -9.058241 -17.896182 -18.077120 0.066 -0.405 1.114 0.116
H -2.065387 -15.007780 -16.816985 0.465 -0.386 -0.176 0.119
H -4.495711 -19.916741 -14.140039 -0.018 0.185 -0.516 0.073
H -4.009449 -15.898831 -9.577055 0.281 0.075 0.064 0.097
H -7.361070 -17.867385 -13.323997 0.116 0.347 -0.953 0.112
H -2.102886 -19.596709 -12.107881 -0.198 -0.115 -0.277 0.125
H -3.188925 -11.497667 -11.307094 -0.111 -0.075 -0.207 0.094
H -6.224091 -11.138985 -13.295425 -0.327 0.283 -0.010 0.065
H -8.345111 -20.976426 -7.907779 0.198 -0.110 0.162 0.088
H -10.506589 -13.939949 -8.478993 0.158 0.392 -0.603 0.089
H -9.674813 -11.709637 -14.655794 0.121 0.653 0.288 0.086
H -4.945319 -10.208653 -12.441904 -0.646 -0.246 -0.218 0.083
H -9.648682 -16.037072 -16.500415 0.059 0.131 -0.290 0.092
H 0.378234 -16.542295 -9.591940 -1.346 -0.205 0.741 0.105
H -3.699609 -13.311107 -16.082849 0.295 0.085 0.299 0.092
H -9.796689 -16.531129 -8.474498 0.361 0.270 -0.565 0.097
H -6.997141 -19.891129 -14.869835 0.113 0.587 0.215 0.100
H -9.990022 -14.222795 -15.460793 1.683 0.330 1.168 0.122
H -5.377267 -17.763172 -10.317132 -0.248 0.304 0.418 0.087
H -9.192568 -18.549220 -8.390032 0.667 -0.881 -0.116 0.101